C12H9Cl2N4SSr as an isolated structure, computed with wB97M-V/def2-TZVPD.

Geometry as XYZ:
```
29
C12H9Cl2N4SSr, DFT wB97M-V/def2-TZVPD
N -1.674 -0.526 0.000
N -0.241 -3.282 0.000
H -4.892 0.066 0.000
Cl 0.014 5.109 0.001
C 2.964 2.624 0.000
H -4.231 -2.352 0.000
H 2.586 6.247 0.000
C 1.588 4.347 0.000
H 0.851 -5.142 0.000
C -2.205 -1.749 0.000
N -2.231 -4.209 0.000
H 5.147 2.751 0.000
H -1.639 -6.271 0.000
H -3.229 -4.333 0.000
C 1.749 2.971 0.000
C 2.713 5.173 0.000
C -3.875 -0.280 0.000
H -2.486 1.446 0.000
C 4.182 3.233 0.000
Sr 1.920 -1.879 0.000
C -2.703 0.393 0.000
H 4.859 5.269 0.000
C 3.994 4.620 0.000
C -1.333 -5.240 0.000
S -0.032 0.064 0.000
N -3.553 -1.611 0.000
C -0.109 -4.652 0.000
C -1.541 -3.039 0.000
Cl 3.406 0.252 0.000
```

charge	+1
frontier orbital gap	6.60	eV